(1)
{"formula": "C30H26O4P2PtSTe", "method": "ωB97M-V with the def2-TZVPD basis set", "total_energy_ha": -2928.0388, "e_lumo_ha": [0.0104, -0.0266], "s2": 2.01, "molar_mass_g_mol": 867.2, "spin_multiplicity": 3, "symbols": ["Pt", "O", "P", "C", "P", "O", "C", "C", "C", "C", "C", "C", "C", "C", "C", "C", "C", "C", "C", "C", "C", "C", "C", "C", "C", "C", "C", "C", "C", "C", "H", "H", "H", "H", "H", "H", "H", "H", "H", "H", "H", "H", "H", "H", "H", "H", "H", "H", "H", "H", "H", "H", "Te", "C", "C", "C", "C", "S", "H", "H", "H", "O", "C", "O", "H"], "coordinates": [[-0.383520, 0.768924, -0.059394], [-1.031315, -1.498089, -0.702443], [-0.327679, -2.284478, -1.760003], [1.430962, -2.540564, -1.352386], [2.475453, -1.063484, -1.504615], [1.828904, 0.153580, -0.925092], [3.977556, -1.504968, -0.613248], [5.235295, -1.598228, -1.203170], [6.346187, -1.896771, -0.423309], [6.205229, -2.087653, 0.943292], [4.954380, -1.972199, 1.541227], [3.842744, -1.678478, 0.768267], [2.886644, -0.928591, -3.247214], [2.600487, 0.271419, -3.890367], [2.882055, 0.411402, -5.244760], [3.449064, -0.640954, -5.950532], [3.728564, -1.845022, -5.311388], [3.443841, -1.991283, -3.963182], [-0.379363, -1.544342, -3.392195], [0.294810, -2.110326, -4.477568], [0.275035, -1.475285, -5.707946], [-0.417417, -0.275390, -5.855920], [-1.091741, 0.285235, -4.780914], [-1.076944, -0.350435, -3.545357], [-0.974596, -3.959288, -1.918879], [-1.751768, -4.342183, -3.011244], [-2.295854, -5.619343, -3.062495], [-2.065957, -6.513972, -2.026358], [-1.297837, -6.134666, -0.930845], [-0.755672, -4.860799, -0.874666], [1.855814, -3.360169, -1.937431], [1.448856, -2.818938, -0.296347], [5.354319, -1.424926, -2.264536], [7.325219, -1.966018, -0.883189], [7.074480, -2.315451, 1.548898], [4.849104, -2.096691, 2.612649], [2.873356, -1.541347, 1.241208], [2.142549, 1.079673, -3.332203], [2.650514, 1.343679, -5.746869], [3.668890, -0.528673, -7.006390], [4.164212, -2.668316, -5.866504], [3.652693, -2.936042, -3.467981], [0.840858, -3.042084, -4.358667], [0.804175, -1.907724, -6.549845], [-0.423546, 0.224998, -6.817974], [-1.622070, 1.223616, -4.895347], [-1.583119, 0.082140, -2.693780], [-1.932953, -3.641820, -3.817687], [-2.901726, -5.915202, -3.911540], [-2.488704, -7.510760, -2.069312], [-1.128586, -6.832261, -0.118042], [-0.177209, -4.559581, -0.008056], [0.037550, 2.872310, -1.348893], [-1.767730, 3.917473, -1.438134], [-1.941220, 5.223739, -1.805178], [-3.310019, 5.625205, -1.798592], [-4.144013, 4.615201, -1.426974], [-3.274706, 3.181900, -1.083381], [-1.113907, 5.875585, -2.061158], [-3.650639, 6.622212, -2.049688], [-5.220456, 4.638967, -1.322328], [-1.921252, 0.678658, 1.619778], [-1.161198, -0.086180, 2.271995], [-0.023654, -0.441813, 1.844605], [-1.505829, -0.455027, 3.244196]], "forces_ev_per_angstrom": [[0.50, -0.10, -0.07], [0.06, 0.01, -0.18], [-0.11, 0.01, 0.18], [-0.03, 0.07, -0.04], [-0.04, 0.07, 0.31], [0.07, -0.12, -0.36], [0.06, 0.04, 0.07], [-0.03, -0.03, 0.07], [0.01, 0.02, 0.00], [-0.03, -0.01, 0.00], [0.01, 0.01, -0.01], [0.01, 0.04, 0.00], [0.05, 0.09, -0.11], [0.08, -0.03, -0.07], [0.06, -0.02, 0.03], [0.03, 0.06, 0.04], [0.02, 0.01, 0.02], [0.02, 0.05, 0.02], [-0.02, 0.08, -0.07], [-0.11, 0.00, -0.06], [-0.11, -0.09, 0.02], [-0.04, -0.01, 0.03], [0.04, 0.01, -0.09], [0.08, -0.08, -0.04], [-0.07, -0.06, -0.03], [0.04, -0.02, 0.09], [0.01, -0.02, 0.01], [0.02, 0.02, -0.01], [0.00, -0.02, 0.01], [-0.05, 0.01, -0.05], [-0.01, 0.01, 0.03], [-0.01, -0.07, 0.04], [0.01, -0.01, 0.00], [-0.06, 0.00, 0.02], [-0.04, 0.01, -0.02], [0.00, 0.00, -0.07], [0.04, -0.03, -0.03], [0.01, 0.00, 0.01], [0.01, -0.06, 0.03], [-0.01, 0.00, 0.06], [-0.02, 0.05, 0.04], [0.02, 0.07, -0.04], [-0.08, 0.06, -0.03], [-0.06, 0.03, 0.07], [-0.01, -0.03, 0.05], [0.02, -0.06, 0.01], [-0.03, 0.04, 0.05], [-0.01, -0.03, 0.02], [0.04, 0.03, 0.06], [0.01, 0.05, 0.01], [-0.01, 0.06, -0.06], [-0.03, -0.02, -0.02], [-0.08, -0.11, 0.10], [-0.11, 0.03, 0.01], [-0.08, 0.08, -0.01], [0.16, 0.09, -0.02], [-0.05, -0.07, 0.02], [-0.01, -0.08, 0.04], [-0.10, -0.03, 0.00], [0.03, -0.08, 0.02], [0.13, 0.03, -0.03], [0.22, -0.28, 0.21], [0.12, 0.15, -0.44], [-0.57, 0.24, 0.06], [0.01, -0.04, 0.10]]}

=====

(2)
{"formula": "C30H27AsGaI2NO2Te", "method": "ωB97M-V with the def2-TZVPD basis set", "total_energy_ha": -6388.5920, "e_lumo_ha": -0.0225, "molar_mass_g_mol": 959.6, "symbols": ["Ga", "I", "C", "C", "C", "I", "C", "C", "C", "C", "N", "C", "C", "O", "H", "H", "H", "H", "O", "Te", "C", "C", "C", "C", "C", "C", "C", "C", "C", "C", "C", "C", "H", "H", "H", "H", "H", "H", "H", "H", "H", "H", "C", "As", "C", "C", "C", "C", "C", "C", "C", "C", "H", "H", "H", "H", "H", "H", "H", "H", "H", "H", "H", "H", "H"], "coordinates": [[0.769475, -1.452558, 1.394577], [5.664788, -0.338704, 0.517593], [4.656905, -0.603089, 2.312471], [5.348883, -0.502675, 3.536260], [4.725835, -0.664203, 4.742654], [5.842847, -0.497998, 6.497132], [3.334203, -0.936933, 4.785068], [2.547566, -1.121767, 5.941579], [1.205500, -1.380072, 5.836944], [0.617374, -1.455805, 4.566950], [1.329439, -1.279613, 3.479329], [2.656359, -1.032854, 3.553067], [3.305580, -0.877141, 2.281473], [2.594380, -0.993028, 1.189964], [6.409293, -0.290992, 3.506134], [3.021388, -1.060455, 6.912596], [0.597872, -1.531069, 6.717600], [-0.433691, -1.680317, 4.429941], [-0.324452, -2.680088, 1.020583], [0.602819, -1.811044, -1.668255], [0.914798, -1.020323, -3.619203], [1.486253, -1.812152, -4.612053], [1.691329, -1.304058, -5.887557], [1.331752, 0.003424, -6.183385], [0.767572, 0.802583, -5.200192], [0.562697, 0.290851, -3.925644], [-1.301058, -2.584158, -2.117724], [-2.354398, -1.757250, -2.489688], [-3.597389, -2.299492, -2.782145], [-3.794693, -3.670407, -2.693666], [-2.746005, -4.495775, -2.317058], [-1.499002, -3.955802, -2.032429], [1.770267, -2.832543, -4.386460], [2.133708, -1.930859, -6.651563], [1.492529, 0.399099, -7.178037], [0.486353, 1.824029, -5.424901], [0.122761, 0.921035, -3.160113], [-2.207863, -0.686551, -2.567005], [-4.412288, -1.649556, -3.075704], [-4.765793, -4.093918, -2.916229], [-2.896253, -5.565129, -2.240899], [-0.686287, -4.598239, -1.721162], [0.958170, 2.266806, 0.547847], [-0.234785, 0.888055, 1.200640], [-0.831269, 1.668542, 2.875557], [-1.761188, 0.978704, -0.013190], [-2.322863, 2.360273, -0.149895], [-3.202968, 2.874392, 0.801027], [-3.700126, 4.163385, 0.683103], [-3.324427, 4.960267, -0.389357], [-2.455576, 4.456337, -1.345839], [-1.960892, 3.165689, -1.226641], [0.476304, 3.242635, 0.590259], [1.240924, 2.037501, -0.478871], [1.856610, 2.263430, 1.163435], [-1.087258, 2.717965, 2.740094], [-0.014453, 1.577928, 3.591152], [-1.696494, 1.128033, 3.256620], [-2.489935, 0.245338, 0.333244], [-1.354938, 0.609900, -0.955138], [-3.513547, 2.250675, 1.631374], [-4.388148, 4.543961, 1.427093], [-3.713862, 5.965414, -0.482848], [-2.165392, 5.066426, -2.191482], [-1.285270, 2.773909, -1.979041]], "forces_ev_per_angstrom": [[0.17, 0.32, 0.83], [0.00, 0.00, 0.01], [-0.11, -0.01, -0.02], [0.11, 0.03, 0.03], [-0.02, 0.00, -0.02], [0.00, 0.00, -0.01], [-0.05, 0.00, -0.12], [-0.02, 0.00, 0.04], [0.05, 0.02, 0.07], [0.08, -0.06, -0.03], [-0.23, -0.06, -0.30], [0.06, 0.07, 0.02], [0.03, 0.02, 0.12], [0.11, 0.03, -0.17], [0.00, 0.00, 0.01], [-0.02, -0.01, 0.01], [0.00, 0.00, 0.00], [0.00, 0.00, 0.00], [-0.24, -0.33, -0.35], [0.09, -0.12, -0.10], [-0.03, 0.03, -0.05], [-0.01, 0.01, 0.00], [0.00, 0.00, 0.00], [0.00, 0.00, -0.01], [-0.01, 0.00, 0.00], [0.01, 0.01, 0.01], [-0.07, 0.03, 0.03], [0.06, 0.00, -0.05], [-0.02, -0.01, -0.01], [-0.02, 0.01, 0.00], [0.03, 0.01, 0.01], [-0.04, -0.01, 0.08], [0.00, 0.00, 0.00], [0.00, 0.00, 0.00], [0.00, 0.00, 0.00], [0.00, 0.00, 0.00], [0.01, 0.00, 0.00], [0.00, -0.01, -0.02], [0.00, 0.00, 0.00], [0.00, 0.00, 0.00], [0.00, 0.00, 0.00], [0.00, 0.00, 0.00], [-0.02, 0.00, -0.05], [0.20, -0.02, 0.01], [-0.05, 0.01, -0.02], [0.05, 0.07, 0.04], [-0.06, -0.04, 0.00], [-0.02, -0.01, -0.03], [0.00, -0.01, 0.01], [0.00, 0.01, 0.00], [0.01, 0.00, -0.01], [0.05, 0.01, 0.04], [-0.01, -0.01, -0.01], [0.01, -0.02, 0.01], [0.00, 0.01, 0.00], [-0.02, 0.00, 0.00], [-0.01, 0.03, 0.01], [0.01, -0.03, 0.00], [0.00, 0.01, 0.04], [-0.04, -0.01, 0.00], [0.00, 0.00, 0.00], [0.00, 0.00, 0.00], [0.00, 0.00, 0.00], [0.00, 0.00, 0.00], [-0.01, 0.00, -0.01]]}

=====

(3)
{"formula": "C30H27BiIN3O2", "method": "ωB97M-V with the def2-TZVPD basis set", "total_energy_ha": -1986.4342, "e_lumo_ha": -0.0160, "molar_mass_g_mol": 797.4, "symbols": ["Bi", "C", "C", "N", "C", "C", "C", "O", "C", "C", "N", "C", "C", "C", "C", "C", "C", "I", "C", "O", "H", "H", "H", "H", "H", "H", "H", "H", "H", "H", "H", "H", "C", "C", "C", "C", "C", "C", "N", "H", "H", "H", "H", "H", "H", "H", "H", "C", "C", "C", "C", "C", "C", "C", "C", "C", "C", "H", "H", "H", "H", "H", "H", "H"], "coordinates": [[0.041556, -1.350540, 0.875025], [-1.240797, 2.789332, 2.677436], [-1.974391, 2.585706, 1.380997], [-2.845567, 3.495899, 1.001261], [-3.469898, 3.352218, -0.185453], [-3.248461, 2.297631, -1.033035], [-3.986779, 2.268625, -2.347034], [-4.932038, 1.200505, -2.448956], [-2.361343, 1.268855, -0.619210], [-2.176644, 0.119236, -1.491874], [-1.567324, -0.959607, -1.176338], [-1.373924, -1.931156, -2.189698], [-0.772853, -1.590553, -3.405504], [-0.565401, -2.536301, -4.395508], [-0.947223, -3.853756, -4.188713], [-1.540428, -4.214353, -2.988606], [-1.742667, -3.263139, -1.998952], [-2.741128, -3.865414, -0.255126], [-1.701894, 1.415657, 0.602212], [-0.801709, 0.599902, 1.111868], [-1.757249, 3.543595, 3.266049], [-0.222474, 3.143273, 2.482385], [-1.149278, 1.860721, 3.242827], [-4.167414, 4.141486, -0.453970], [-3.301249, 2.134445, -3.183097], [-4.477152, 3.232549, -2.487543], [-5.508286, 1.234297, -1.679540], [-2.645431, 0.187416, -2.472953], [-0.440169, -0.568863, -3.547789], [-0.094669, -2.242663, -5.325351], [-0.787367, -4.598404, -4.957848], [-1.849703, -5.237317, -2.817730], [3.204730, -1.059353, 2.779605], [1.915938, -1.031940, 3.542363], [1.739876, -1.012309, 4.899925], [0.336288, -0.994946, 5.155112], [-0.300728, -1.005938, 3.944545], [-1.776495, -0.966339, 3.670565], [0.660505, -1.018947, 2.939529], [4.034866, -1.010206, 3.484806], [3.290437, -0.213295, 2.093205], [3.323351, -1.974045, 2.189568], [2.531791, -1.012095, 5.636621], [-0.150001, -0.971941, 6.120499], [-2.314900, -1.200548, 4.588041], [-2.087680, -1.695105, 2.910434], [-2.104418, 0.019019, 3.330208], [3.596591, 2.987731, -1.252687], [2.549917, 2.912056, -0.308413], [2.015736, 1.703897, 0.040947], [2.484475, 0.496471, -0.543493], [1.918839, -0.789122, -0.262402], [2.488942, -1.909091, -0.808076], [3.630836, -1.834847, -1.634681], [4.156020, -0.619343, -1.952553], [3.591490, 0.574500, -1.433448], [4.117056, 1.843296, -1.782857], [3.990405, 3.954231, -1.544518], [2.176565, 3.821434, 0.149531], [1.230809, 1.648391, 0.782772], [2.061419, -2.894252, -0.612587], [4.075173, -2.744194, -2.020455], [5.020450, -0.548065, -2.604765], [4.941069, 1.885616, -2.487572]], "forces_ev_per_angstrom": [[0.19, -0.04, 0.02], [-0.01, -0.01, -0.09], [-0.14, 0.10, 0.05], [0.06, -0.12, -0.08], [0.17, 0.05, 0.18], [-0.12, -0.04, 0.03], [-0.07, -0.20, 0.09], [0.22, 0.06, -0.05], [-0.11, -0.07, -0.15], [-0.14, 0.04, 0.00], [0.19, 0.05, -0.34], [-0.14, -0.06, -0.20], [0.05, 0.12, 0.14], [0.02, 0.00, 0.04], [-0.01, 0.04, -0.01], [0.08, -0.01, -0.01], [-0.16, -0.04, 0.21], [0.02, 0.09, -0.08], [0.25, -0.06, 0.11], [-0.04, -0.02, -0.06], [-0.01, 0.00, -0.02], [-0.05, -0.07, 0.01], [0.03, 0.11, -0.04], [0.07, -0.07, 0.00], [0.01, -0.02, -0.05], [-0.05, 0.07, -0.02], [-0.02, 0.03, 0.06], [0.04, 0.02, -0.08], [-0.02, -0.01, 0.00], [-0.01, -0.01, 0.03], [0.00, 0.01, 0.03], [0.00, 0.04, -0.01], [-0.16, 0.00, -0.02], [-0.30, 0.06, -0.01], [-0.10, 0.01, 0.09], [0.11, 0.00, 0.06], [0.15, 0.01, -0.08], [0.17, 0.00, -0.04], [0.34, 0.10, 0.24], [-0.04, 0.00, -0.02], [0.03, -0.03, 0.03], [0.00, 0.05, 0.02], [-0.05, 0.00, -0.08], [0.03, -0.01, -0.06], [-0.01, -0.03, -0.02], [0.00, 0.02, 0.08], [-0.03, -0.10, -0.02], [-0.01, 0.02, 0.02], [0.03, 0.02, 0.02], [-0.07, -0.15, -0.01], [0.11, -0.04, -0.02], [-0.13, 0.23, 0.10], [-0.24, -0.06, 0.08], [0.09, -0.04, -0.07], [0.02, 0.00, -0.02], [-0.12, -0.03, 0.06], [0.02, -0.02, -0.04], [0.01, -0.05, 0.05], [0.00, -0.06, -0.03], [-0.08, 0.00, -0.02], [0.05, 0.07, -0.04], [-0.02, 0.02, -0.01], [-0.05, 0.02, 0.03], [-0.03, 0.00, 0.04]]}